A 2-piece molecular cluster, C4H10NO overall, computed with the ωB97M-V functional and the def2-TZVPD basis.

Each line ends with the Mulliken charge.
Cartesian coordinates (Å):
1 C 1.14 -2.06 0.04  -0.84
2 N -0.04 -1.35 -0.51  -0.47
3 C 0.45 -0.14 -1.35  -0.29
4 O 1.37 -0.39 -2.26  -0.87
5 H 1.94 -2.05 -0.70  0.33
6 H 0.83 -3.07 0.35  0.34
7 H 1.48 -1.55 0.95  0.20
8 H -0.43 -2.00 -1.19  0.28
9 H 0.76 0.55 -0.51  0.10
10 H -0.51 0.28 -1.75  0.23
11 C -1.24 1.46 1.57  -0.49
12 C -1.09 2.46 0.71  -0.45
13 H -1.01 0.43 1.32  0.30
14 H -1.53 1.65 2.60  0.21
15 H -0.82 2.29 -0.31  0.21
16 H -1.29 3.48 1.05  0.22

Total charge: -1
E_tot: -7846.2762 eV
ΔE to the lowest compared entry with this formula, charge and spin: 121.58 kJ/mol
Gap between HOMO and LUMO: 6.5 eV
Lowest unoccupied orbital energy: 4.04 eV
E_HOMO: -2.467 eV

---

A 2-piece molecular cluster, C4H10NO overall in a non-equilibrium geometry, computed with the ωB97M-V functional and the def2-TZVPD basis.

Each line ends with the Mulliken charge.
Cartesian coordinates (Å):
1 C 0.97 0.94 -0.81  -0.43
2 O 1.33 0.49 0.43  -0.32
3 C -0.52 1.16 -1.06  -0.30
4 C -1.43 -0.03 -0.80  -1.01
5 H 1.41 0.31 -1.60  0.32
6 H 1.47 1.91 -0.97  0.29
7 H -0.66 1.51 -2.08  0.30
8 H -0.85 1.98 -0.42  0.28
9 H -2.47 0.27 -0.85  0.34
10 H -1.22 -0.50 0.16  0.22
11 H -1.29 -0.80 -1.57  0.29
12 C 0.84 -1.36 1.56  -0.30
13 N -0.25 -1.34 2.21  -0.51
14 H 0.93 -1.90 0.61  0.32
15 H 1.79 -1.10 2.02  0.25
16 H -0.04 -1.53 3.18  0.24

E_tot: -7843.7725 eV
Spin multiplicity: 2
ΔE to the lowest compared entry with this formula, charge and spin: 193.42 kJ/mol
Gap between HOMO and LUMO (alpha / beta): 10.4 / 7.5 eV
Lowest unoccupied orbital energy (alpha / beta): 1.04 / -1.78 eV
E_HOMO (alpha / beta): -9.398 / -9.264 eV
<S²>: 0.763